Arrangement P

Molecular formula: C4H3O2S
Method: DFT, the ωB97M-V functional and the def2-TZVPD basis

Last columns: bonded neighbours and bond lengths (Å).
Cartesian coordinates (Å):
1 S 3.2651 -1.2494 0.7031  C5 1.605
2 O 1.8301 2.6889 0.7498  C4 1.213
3 O 3.8412 0.5883 -1.1650  C5 1.179
4 C 1.5880 1.5731 0.3398  O2 1.213, C6 1.407
5 C 3.3101 0.0182 -0.2804  S1 1.605, O3 1.179
6 C 0.6051 0.7264 -0.2049  C4 1.407, C7 1.382, H8 1.127
7 C -0.0759 -0.3294 0.3711  C6 1.382, H9 1.115, H10 1.103
8 H 0.6416 0.8558 -1.3242  C6 1.127
9 H -0.0840 -0.6693 1.4334  C7 1.115
10 H -0.3808 -1.2105 -0.2180  C7 1.103

Its total charge is -1. The value obtained for the frontier orbital gap is 5.57 eV. The HOMO energy comes out at -2.04 eV. The calculation puts the lowest unoccupied orbital energy at 0.1299 Ha.

Here are the Mulliken charges for atoms 1 to 5, given in e:
1. S -0.402
2. O -0.533
3. O -0.464
4. C 0.161
5. C 0.409

=====

Arrangement Q

Molecular formula: C4H3O2S
Method: DFT, the ωB97M-V functional and the def2-TZVPD basis

Last columns: bonded neighbours and bond lengths (Å).
Cartesian coordinates (Å):
1 S -0.2268 0.8189 -3.4916  C5 1.712, H9 1.285
2 O 2.0711 0.7052 -0.1994  C7 1.225
3 O -1.9108 -0.2524 0.3048  C6 1.157
4 C 0.2397 -0.8264 1.2803  C6 1.285, H8 1.104, H10 1.201
5 C 0.6191 0.3652 -2.0743  S1 1.712, C7 1.215
6 C -0.9229 -0.6414 0.7657  O3 1.157, C4 1.285
7 C 1.3543 0.7610 -1.1917  O2 1.225, C5 1.215
8 H 0.9301 -0.0156 0.9908  C4 1.104
9 H 0.3292 0.1280 -4.4212  S1 1.285
10 H 0.5423 -1.9615 1.5284  C4 1.201

Its total charge is -1. The value obtained for the frontier orbital gap is 6.28 eV. The HOMO energy comes out at -2.78 eV. The calculation puts the lowest unoccupied orbital energy at 0.1289 Ha.

Here are the Mulliken charges for atoms 1 to 5, given in e:
1. S -0.267
2. O -0.775
3. O -0.399
4. C -0.720
5. C -0.522

=====

Stability summary: most stable arrangement P, least stable arrangement Q.

=====

Arrangement P

Molecular formula: C4H8NS
Method: DFT, the ωB97M-V functional and the def2-TZVPD basis

Last columns: bonded neighbours and bond lengths (Å).
Cartesian coordinates (Å):
1 S 1.0343 1.2165 0.7377  C3 1.727, H11 1.455
2 N -0.9531 0.0217 1.9251  H7 1.078, H9 1.008, H13 1.008
3 C 0.4732 0.2061 -0.5456  S1 1.727, C4 1.415, C5 1.437
4 C 0.0941 -1.1196 -0.2273  C3 1.415, C6 1.239
5 C 0.5319 0.6115 -1.9228  C3 1.437, H8 1.162, H10 1.139, H14 1.060
6 C -0.0069 -2.3088 0.1064  C4 1.239, H12 1.024
7 H -1.8243 0.3832 1.4038  N2 1.078
8 H -0.4416 1.2107 -2.1286  C5 1.162
9 H -0.8794 0.4579 2.8311  N2 1.008
10 H 1.4135 1.3196 -2.0614  C5 1.139
11 H 1.3740 2.3689 -0.0834  S1 1.455
12 H -0.3287 -3.1916 0.5139  C6 1.024
13 H -1.0507 -0.9736 2.0519  N2 1.008
14 H 0.5638 -0.2026 -2.6007  C5 1.060

Its total charge is +1. The value obtained for the frontier orbital gap (spin up / spin down) is 7.37 / 7.37 eV. The HOMO energy (spin up / spin down) comes out at -13.82 / -13.82 eV. The calculation puts the lowest unoccupied orbital energy (spin up / spin down) at -0.2373 / -0.2373 Ha.

Here are the Mulliken charges for atoms 1 to 5, given in e:
1. S 0.066
2. N -0.758
3. C 0.701
4. C -0.568
5. C -1.182

=====

Arrangement Q

Molecular formula: C4H8NS
Method: DFT, the ωB97M-V functional and the def2-TZVPD basis

Last columns: bonded neighbours and bond lengths (Å).
Cartesian coordinates (Å):
1 S -1.7755 -0.6437 -0.1715  C5 1.860, C6 1.819
2 N -0.8491 1.7614 -0.3203  C5 1.508, H11 1.102, H13 1.038, H14 0.993
3 C 2.0160 -0.6052 0.0214  C4 1.270, H7 1.119, H8 1.159
4 C 0.7708 -0.8510 -0.0245  C3 1.270, C6 1.430
5 C -0.7598 0.6507 0.6956  S1 1.860, N2 1.508, H12 1.039
6 C -0.3407 -1.7497 -0.0129  S1 1.819, C4 1.430, H9 1.088, H10 1.130
7 H 2.6382 0.0911 0.6383  C3 1.119
8 H 2.7038 -1.1711 -0.7197  C3 1.159
9 H -0.5800 -2.2514 0.9220  C6 1.088
10 H -0.1877 -2.5520 -0.7941  C6 1.130
11 H -0.3799 2.7168 -0.0368  N2 1.102
12 H -0.8860 1.0581 1.6430  C5 1.039
13 H -0.6041 1.4804 -1.2887  N2 1.038
14 H -1.7659 2.0654 -0.5518  N2 0.993

Its total charge is +1. The value obtained for the frontier orbital gap (spin up / spin down) is 8.67 / 8.67 eV. The HOMO energy (spin up / spin down) comes out at -12.92 / -12.92 eV. The calculation puts the lowest unoccupied orbital energy (spin up / spin down) at -0.1564 / -0.1564 Ha.

Here are the Mulliken charges for atoms 1 to 5, given in e:
1. S -0.130
2. N -0.427
3. C -0.522
4. C 0.193
5. C -0.520

=====

Arrangement R

Molecular formula: C4H8NS
Method: DFT, the ωB97M-V functional and the def2-TZVPD basis

Last columns: bonded neighbours and bond lengths (Å).
Cartesian coordinates (Å):
1 S -0.0432 -2.6572 -0.5286  C5 1.773, H12 1.274
2 N 0.5308 -0.0249 0.8044  C4 1.530, C5 1.586, C6 1.394, H14 0.989
3 C -1.1394 0.2217 -0.8125  C4 1.492, C5 1.553, H7 1.108, H9 1.126
4 C -0.9910 -0.0482 0.6473  N2 1.530, C3 1.492, C5 1.437, H11 1.152
5 C -0.2661 -0.9237 -0.2314  S1 1.773, N2 1.586, C3 1.553, C4 1.437
6 C 1.2578 1.1113 0.4513  N2 1.394, H8 1.032, H10 1.089, H13 1.157
7 H -0.9424 1.2251 -1.2395  C3 1.108
8 H 1.4369 1.7287 1.2592  C6 1.032
9 H -2.0239 -0.1844 -1.3796  C3 1.126
10 H 0.7100 1.7163 -0.2699  C6 1.089
11 H -1.8982 0.0452 1.3508  C4 1.152
12 H 0.1273 -2.3857 -1.7618  S1 1.274
13 H 2.3321 0.7691 0.1902  C6 1.157
14 H 0.9094 -0.5933 1.5201  N2 0.989

Its total charge is +1. The value obtained for the frontier orbital gap is 11.22 eV. The HOMO energy comes out at -14.38 eV. The calculation puts the lowest unoccupied orbital energy at -0.1161 Ha.

Here are the Mulliken charges for atoms 1 to 5, given in e:
1. S -0.106
2. N 0.027
3. C -0.649
4. C 0.019
5. C 0.260

=====

Stability summary: most stable arrangement R, least stable arrangement Q.

=====

Arrangement P

Molecular formula: C4H8NS
Method: DFT, the ωB97M-V functional and the def2-TZVPD basis

Last columns: bonded neighbours and bond lengths (Å).
Cartesian coordinates (Å):
1 S -0.3246 1.3118 -0.9002  C5 1.694
2 N 2.5333 0.8812 -0.1083  H7 1.034, H10 1.095, H13 1.102, H14 1.035
3 C 0.1588 -2.1084 0.3716  C6 1.212, H12 1.083
4 C -2.6380 0.1051 0.0720  C5 1.517, H8 1.043, H9 1.026, H11 1.090
5 C -1.1440 0.0171 -0.1771  S1 1.694, C4 1.517, C6 1.342
6 C -0.4888 -1.1235 0.0899  C3 1.212, C5 1.342
7 H 3.1256 1.5622 -0.6135  N2 1.034
8 H -3.1572 -0.7582 -0.1989  C4 1.043
9 H -2.7883 0.1687 1.0852  C4 1.026
10 H 1.5259 0.9906 -0.5245  N2 1.095
11 H -3.0515 0.9540 -0.4716  C4 1.090
12 H 0.3980 -3.1233 0.6638  C3 1.083
13 H 2.7260 1.0789 0.9581  N2 1.102
14 H 3.1247 0.0437 -0.2465  N2 1.035

Its total charge is +1. The value obtained for the frontier orbital gap is 8.29 eV. The HOMO energy comes out at -13.44 eV. The calculation puts the lowest unoccupied orbital energy at -0.1890 Ha.

Here are the Mulliken charges for atoms 1 to 5, given in e:
1. S -0.356
2. N -0.475
3. C 0.090
4. C -1.130
5. C 0.404

=====

Arrangement Q

Molecular formula: C4H8NS
Method: DFT, the ωB97M-V functional and the def2-TZVPD basis

Last columns: bonded neighbours and bond lengths (Å).
Cartesian coordinates (Å):
1 S -0.7160 0.8995 2.8662  C4 1.745, H11 1.353
2 N 0.8266 0.2296 -0.8881  C6 1.482, H7 1.024, H9 0.995, H14 1.047
3 C -1.8169 -0.7195 -0.7146  C5 1.180, H13 1.060
4 C -0.2129 0.9551 1.1966  S1 1.745, C6 1.279, H12 1.139
5 C -1.4389 -1.8326 -0.6112  C3 1.180, H8 1.047
6 C 0.7026 0.3023 0.5866  N2 1.482, C4 1.279, H10 1.066
7 H 0.1405 -0.5139 -1.0440  N2 1.024
8 H -0.8248 -2.6724 -0.4931  C5 1.047
9 H 0.4968 1.0900 -1.2623  N2 0.995
10 H 1.1978 -0.5707 0.9471  C6 1.066
11 H -0.0038 -0.2126 3.1611  S1 1.353
12 H -0.5853 1.9763 0.8561  C4 1.139
13 H -2.4873 0.0935 -0.8289  C3 1.060
14 H 1.7956 0.1711 -1.2808  N2 1.047

Its total charge is +1. The value obtained for the frontier orbital gap is 9.76 eV. The HOMO energy comes out at -13.22 eV. The calculation puts the lowest unoccupied orbital energy at -0.1274 Ha.

Here are the Mulliken charges for atoms 1 to 5, given in e:
1. S -0.100
2. N -0.137
3. C -0.533
4. C -0.070
5. C -0.252

=====

Stability summary: most stable arrangement P, least stable arrangement Q.

=====

Arrangement P

Molecular formula: C4H7FOS
Method: DFT, the ωB97M-V functional and the def2-TZVPD basis

Last columns: bonded neighbours and bond lengths (Å).
Cartesian coordinates (Å):
1 S -0.9703 -0.6456 -1.2900  C4 1.834, C5 1.697
2 F 0.0360 -1.7447 0.9615  no bonds
3 O -1.4105 0.8621 0.8728  C4 1.437, C6 1.423
4 C -2.0923 -0.1046 0.0563  S1 1.834, O3 1.437, H9 1.110, H10 1.041
5 C 0.3699 -0.1179 -0.3928  S1 1.697, C6 1.526, C7 1.449
6 C 0.0050 0.8528 0.7272  O3 1.423, C5 1.526, H8 1.207, H13 1.066
7 C 1.7867 -0.1706 -0.6920  C5 1.449, H11 1.197, H12 1.159, H14 1.108
8 H 0.5813 0.5246 1.7359  C6 1.207
9 H -2.9213 0.3529 -0.5226  C4 1.110
10 H -2.3968 -0.9938 0.5049  C4 1.041
11 H 2.0396 0.4034 -1.7117  C7 1.197
12 H 2.4316 0.2073 0.1938  C7 1.159
13 H 0.4936 1.7815 0.5404  C6 1.066
14 H 2.0475 -1.2073 -0.9838  C7 1.108

The value obtained for the frontier orbital gap is 8.93 eV. The HOMO energy comes out at -9.29 eV. The calculation puts the lowest unoccupied orbital energy at -0.0133 Ha.

Here are the Mulliken charges for atoms 1 to 5, given in e:
1. S -0.081
2. F -0.657
3. O -0.372
4. C -0.318
5. C 0.898

=====

Arrangement Q

Molecular formula: C4H7FOS
Method: DFT, the ωB97M-V functional and the def2-TZVPD basis

Last columns: bonded neighbours and bond lengths (Å).
Cartesian coordinates (Å):
1 S -0.6222 -1.3814 -0.5876  O3 1.440, C6 1.744, C7 1.601
2 F -1.4606 2.0948 -1.3575  C5 1.369
3 O -1.9274 -1.1889 -1.1639  S1 1.440
4 C -0.0381 2.5171 0.4727  C5 1.303, H13 1.065, H14 1.044
5 C -1.1222 2.0012 -0.0347  F2 1.369, C4 1.303, H11 1.179
6 C -0.2198 -2.9264 0.1132  S1 1.744, H9 0.996, H12 1.026
7 C 0.6138 -0.6677 -1.3128  S1 1.601, H8 1.107, H10 1.066
8 H 1.6522 -0.6474 -0.9311  C7 1.107
9 H -1.0796 -3.3941 0.2967  C6 0.996
10 H 0.6094 -0.0890 -2.2078  C7 1.066
11 H -2.0246 1.4292 0.4641  C5 1.179
12 H 0.3374 -2.8290 0.9689  C6 1.026
13 H 0.6505 2.9028 -0.2419  C4 1.065
14 H 0.0005 2.3108 1.4951  C4 1.044

The value obtained for the frontier orbital gap (spin up / spin down) is 7.46 / 7.47 eV. The HOMO energy (spin up / spin down) comes out at -8.30 / -8.31 eV. The calculation puts the lowest unoccupied orbital energy (spin up / spin down) at -0.0309 / -0.0307 Ha.

Here are the Mulliken charges for atoms 1 to 5, given in e:
1. S 0.786
2. F -0.255
3. O -0.532
4. C -0.612
5. C -0.057

=====

Stability summary: most stable arrangement P, least stable arrangement Q.